1.
Density functional theory data (wB97M-V/def2-TZVPD) for a gas-phase ion, C3H4ClN2OS (charge -1) in a non-equilibrium geometry.

Computed properties:
Max |F|, eV/A: 4.39
Net charge: -1
Energy relative to the best compared isomer or geometry (same formula, charge and spin), kJ/mol: 0.0
HOMO level (alpha / beta), eV: -2.994 / -2.991
LUMO (alpha / beta), eV: 3.67 / 3.67
Structure (SMILES): [H]/N=C1\SN([O-])C[C@H]1Cl
Orbital gap (alpha / beta), eV: 6.7 / 6.7

Element x y z (Å)
C1 -0.4026 1.1161 0.3477
C2 0.4244 -0.9600 -0.5405
C3 -0.8455 -0.3238 -0.0167
N1 -1.2919 1.9988 0.3934
N2 1.5612 -0.7907 0.3962
O1 2.5747 -1.1060 -0.2602
S1 1.2672 1.3176 0.6233
Cl1 -1.3930 -1.1706 1.4436
H1 0.0333 -2.0291 -0.6635
H2 0.7795 -0.6003 -1.4237
H3 -1.6334 -0.4287 -0.6577
H4 -1.0739 2.9767 0.3579

Forces on the atoms, in the same order (eV/Å):
-0.3 -0.1 -0.1
-2.8 -2.4 2.3
3.5 1.4 1.8
-2.6 0.2 -1.0
-0.4 -1.9 0.1
1.3 0.0 0.0
0.5 0.6 -0.1
-0.2 -0.4 0.7
1.6 0.8 0.2
0.4 1.1 -2.8
-2.0 0.4 -1.8
0.9 0.2 0.6


2.
Density functional theory data (wB97M-V/def2-TZVPD) for C3H8N4 in the gas phase in a non-equilibrium geometry.

Computed properties:
Max |F|, eV/A: 5.21
Net charge: 0
Energy relative to the best compared isomer or geometry (same formula, charge and spin), kJ/mol: 436.7
HOMO level, eV: -7.832
LUMO, eV: 0.87
Structure (SMILES): NN1C=NNCC1
Orbital gap, eV: 8.7

Element x y z (Å)
C1 0.1129 1.0718 0.0566
C2 -1.2991 0.6913 -0.3266
C3 0.2287 -1.3820 -0.2619
H1 2.3312 -0.5136 1.1327
H2 2.9291 0.2431 -0.3439
H3 0.3215 2.1724 -0.5079
H4 0.2108 1.1773 1.2205
H5 -1.8106 1.6165 0.1090
H6 -1.6170 0.5313 -1.3045
H7 -2.6652 -0.5857 0.3869
H8 0.8888 -2.3026 -0.2500
N1 2.1663 -0.3585 0.1693
N2 0.9054 -0.2115 -0.4094
N3 -1.6862 -0.5409 0.4564
N4 -1.0166 -1.6089 -0.1272

Forces on the atoms, in the same order (eV/Å):
0.8 -0.2 -1.1
-1.2 1.9 4.7
-0.2 -3.2 -0.7
-0.5 0.3 1.0
-2.2 -1.7 1.7
0.3 -3.3 1.4
-0.2 -0.1 -2.3
-0.3 -1.4 -0.7
0.3 0.2 -2.1
-1.3 -0.9 -0.3
-0.7 1.3 -0.8
3.3 1.7 -3.6
0.6 3.5 2.4
1.2 2.9 -1.1
0.2 -0.8 1.5


3.
Density functional theory data (wB97M-V/def2-TZVPD) for a molecular structure, C29H22NO8RhS3Se4.

Computed properties:
Max |F|, eV/A: 0.42
Net charge: -2
HOMO level, eV: -1.296
LUMO, eV: 3.57
Orbital gap, eV: 4.9

Element x y z (Å)
Rh1 -0.1786 -0.2306 -0.6011
C1 -5.1293 -4.2847 -3.1048
O1 -5.5397 -3.8699 -1.8195
C2 -4.6429 -3.1385 -1.0904
C3 -5.0804 -2.7583 0.1906
C4 -4.2264 -2.0354 0.9780
C5 -2.9449 -1.6277 0.5582
C6 -2.1004 -0.9080 1.5008
C7 -2.5000 -0.8301 2.9502
O2 -1.0562 -0.3066 1.2110
C8 -2.5102 -2.0094 -0.7458
O3 -1.3721 -1.7291 -1.2787
C9 -3.3993 -2.7839 -1.5441
H1 -5.9612 -4.8472 -3.5235
H2 -4.2453 -4.9259 -3.0529
H3 -4.9074 -3.4289 -3.7481
H4 -6.0631 -3.0565 0.5283
H5 -4.5518 -1.7643 1.9728
H6 -2.6895 -1.8267 3.3442
H7 -3.3934 -0.2103 3.0657
H8 -1.6721 -0.3921 3.4992
H9 -3.0264 -3.0673 -2.5170
Se1 -0.1164 -3.5876 1.2544
Se2 0.4201 -3.3448 3.4542
Se3 2.9043 -1.4659 1.3819
Se4 1.3205 -2.0688 -0.0314
O4 1.1821 0.8923 -4.3303
C10 0.4718 0.7135 -3.3468
O5 0.6659 -0.1979 -2.4627
C11 -0.7195 1.6516 -3.1811
C12 -1.9335 1.2180 -2.6609
C13 -3.0146 2.0899 -2.5474
C14 -2.9037 3.3943 -2.9873
C15 -1.7032 3.7905 -3.5609
C16 -0.6120 2.9514 -3.6598
N1 -1.6097 5.1502 -4.1138
O6 -2.5606 5.9005 -3.9506
O7 -0.6208 5.4450 -4.7541
H10 -2.0455 0.1777 -2.3870
H11 -3.9481 1.7358 -2.1287
H12 -3.7232 4.0943 -2.9231
H13 0.3107 3.2823 -4.1131
O8 0.5376 1.6022 -0.1670
C17 1.5972 2.3351 0.2950
C18 2.9563 1.7545 -0.1017
C19 3.2580 1.0856 -1.2462
C20 4.6273 0.7156 -1.3267
C21 5.3425 1.1162 -0.2417
S1 4.3544 1.9278 0.8950
C22 1.4475 3.7315 -0.3327
C23 0.2640 4.3627 -0.5702
C24 0.4252 5.6729 -1.0979
C25 1.7345 6.0080 -1.2653
S2 2.7725 4.7333 -0.7827
C26 1.5715 2.5302 1.8181
C27 2.0530 3.5832 2.5498
C28 1.9616 3.3695 3.9494
C29 1.4121 2.1547 4.2426
S3 1.0066 1.2800 2.8370
H14 2.5228 0.8313 -1.9940
H15 5.0462 0.1548 -2.1507
H16 6.3862 0.9439 -0.0318
H17 -0.6810 3.8796 -0.3664
H18 -0.3947 6.3342 -1.3466
H19 2.1401 6.9241 -1.6642
H20 2.4581 4.4793 2.1003
H21 2.2806 4.0851 4.6956
H22 1.2146 1.7301 5.2145

Forces on the atoms, in the same order (eV/Å):
0.3 -0.3 0.1
0.0 0.0 0.0
0.0 0.0 0.0
0.0 0.0 0.0
0.0 0.0 0.0
0.0 0.0 0.0
0.1 0.1 0.1
-0.1 0.0 -0.1
0.1 0.0 0.0
0.0 0.1 0.0
0.1 0.1 -0.1
-0.1 0.1 0.0
0.0 0.0 0.0
0.0 0.0 0.0
0.0 0.0 0.0
0.0 0.0 0.0
0.0 0.0 0.0
0.0 0.0 0.0
0.0 0.0 0.0
0.0 0.0 0.0
0.0 0.0 0.0
0.0 0.0 0.0
0.0 -0.1 0.0
0.0 0.0 0.0
0.0 0.0 0.1
-0.2 0.1 -0.2
0.0 0.0 -0.1
0.1 0.0 0.1
-0.2 0.2 -0.1
0.0 -0.2 0.0
0.0 0.1 0.0
0.1 -0.1 0.0
0.0 0.1 0.0
0.0 0.0 0.1
0.1 0.0 0.0
-0.1 -0.1 -0.3
0.1 0.0 0.1
0.0 0.0 0.1
0.0 -0.1 0.1
0.0 0.0 0.0
0.0 0.0 0.0
0.0 0.0 0.0
-0.2 -0.1 0.1
0.1 0.1 -0.1
0.1 0.1 0.1
0.0 0.0 -0.1
0.0 0.0 0.0
0.0 0.0 0.0
0.0 0.0 0.0
0.0 0.0 0.0
0.0 0.0 0.1
0.0 0.0 0.0
0.0 0.0 0.0
0.0 -0.1 0.0
0.0 0.0 0.0
0.0 0.0 0.0
0.0 0.0 0.0
0.0 0.0 0.0
0.0 -0.1 0.0
0.1 0.0 0.0
0.0 0.0 0.0
0.0 0.0 0.0
0.0 0.0 0.0
0.0 0.0 0.0
0.0 0.0 0.0
0.0 0.0 0.0
0.0 0.0 0.0
0.0 0.0 0.0


4.
Density functional theory data (wB97M-V/def2-TZVPD) for a molecular structure, C4H10N2O in a non-equilibrium geometry.

Computed properties:
Max |F|, eV/A: 4.15
Net charge: 0
Energy relative to the best compared isomer or geometry (same formula, charge and spin), kJ/mol: 298.6
HOMO level, eV: -7.926
LUMO, eV: 0.92
Orbital gap, eV: 8.8

Element x y z (Å)
C1 -0.4787 0.4912 0.0390
C2 -0.2313 1.9663 0.1845
C3 0.3989 -1.9272 -0.3511
C4 0.5621 -0.5373 0.2305
N1 -1.6269 0.1774 -0.6259
O1 1.8156 0.1709 -0.3990
N2 0.1895 -0.3908 1.5476
H1 2.4554 -0.5092 -0.6503
H2 -2.4143 0.8024 -0.5194
H3 -1.8543 -0.8027 -0.7147
H4 0.6236 0.3984 2.0197
H5 -0.8436 2.3669 0.9914
H6 -0.4942 2.4738 -0.7416
H7 0.8110 2.1551 0.4216
H8 0.4250 -1.9005 -1.4438
H9 -0.5396 -2.3862 -0.0341
H10 1.2018 -2.5484 0.0457

Forces on the atoms, in the same order (eV/Å):
0.6 -1.1 0.4
0.3 -0.3 0.4
0.1 0.3 0.0
1.2 2.4 -3.2
-0.5 -0.2 0.4
-0.9 -1.7 1.3
-0.8 0.6 0.8
-0.1 0.1 0.2
0.0 -0.3 0.1
-0.1 0.2 0.0
0.1 -0.1 -0.2
-0.1 0.1 0.0
0.1 0.0 -0.1
0.0 0.0 -0.1
0.1 0.0 0.1
0.1 0.1 0.1
0.0 -0.1 -0.1


5.
Density functional theory data (wB97M-V/def2-TZVPD) for 4 unconnected molecules or ions with the total composition C41H59BFNO13S2 in a non-equilibrium geometry.

Computed properties:
Max |F|, eV/A: 3.73
Net charge: 0
HOMO level, eV: -8.517
LUMO, eV: -1.90
Structure (SMILES): CCCCCCCCN(CCCCCCCC)C(=S)SCCCB(O)C[C@@H](C)F.O=C1C=C(O)C(=O)C=C1O.O=C1C=C(O)C(=O)C=C1O.O=C1C=C(O)C(=O)C=C1O
Orbital gap, eV: 6.6

Element x y z (Å)
C1 1.0600 -3.1334 3.0275
C2 1.2683 -1.6544 2.3119
C3 0.0433 -0.6954 2.9231
C4 -1.3015 -1.0964 2.0754
C5 -1.8068 0.0282 0.9958
C6 -0.6160 0.7593 0.1388
C7 -0.1349 -0.0400 -1.2090
C8 0.7362 0.8493 -2.2748
N1 0.2822 2.2818 -2.4428
C9 1.1185 3.0189 -3.5044
C10 2.6935 3.2048 -3.0893
C11 2.9543 4.0579 -1.7138
C12 3.2535 3.1307 -0.3892
C13 2.7832 3.9785 0.9679
C14 1.2117 3.6993 1.3425
C15 0.4090 4.9867 1.9709
C16 -1.1824 4.5132 2.1528
C17 -1.1383 2.3979 -2.9488
S1 -1.9658 3.8637 -2.5310
S2 -2.0713 1.1415 -3.9776
C18 -3.4048 0.2636 -2.9950
C19 -3.9331 1.0669 -1.6673
C20 -5.2377 2.0197 -2.0534
B1 -5.8358 2.7039 -0.6772
O1 -4.9336 3.4985 0.2253
C21 -7.4226 2.5094 -0.2204
C22 -8.0819 3.8585 0.4386
C23 -8.0037 3.6883 2.0891
F1 -7.4745 5.1370 -0.0237
H1 0.3250 -3.0931 3.9466
H2 2.0995 -3.5750 3.3921
H3 0.5908 -3.9198 2.2653
H4 1.0988 -1.8445 1.1465
H5 2.3364 -1.2279 2.5301
H6 -0.0247 -0.9232 4.0845
H7 0.3143 0.4648 2.8547
H8 -2.1777 -1.2047 2.8791
H9 -1.1754 -2.1863 1.6205
H10 -2.5143 0.8600 1.4490
H11 -2.4813 -0.5517 0.2001
H12 -1.0648 1.8042 -0.2240
H13 0.3483 1.0239 0.7480
H14 0.5896 -0.9123 -0.8355
H15 -1.0662 -0.5728 -1.6760
H16 1.8823 0.7649 -1.9767
H17 0.6584 0.3181 -3.3385
H18 1.0227 2.3882 -4.5020
H19 0.6746 4.0882 -3.7656
H20 3.2086 3.8164 -3.9718
H21 3.1794 2.1310 -3.0767
H22 1.9818 4.7113 -1.5151
H23 3.8803 4.7912 -1.8205
H24 2.6586 2.1179 -0.3753
H25 4.4213 2.8919 -0.3278
H26 3.4277 3.5414 1.8542
H27 3.0440 5.1021 0.7409
H28 1.1322 2.8200 2.1435
H29 0.6477 3.3198 0.3866
H30 0.7808 5.3114 3.0462
H31 0.4059 5.9066 1.2214
H32 -1.8360 5.3341 2.6708
H33 -1.6818 4.2517 1.1016
H34 -1.2233 3.5229 2.7812
H35 -2.9945 -0.7974 -2.6676
H36 -4.3031 0.0295 -3.7433
H37 -3.0954 1.6378 -1.0735
H38 -4.3606 0.2496 -0.9113
H39 -6.0952 1.3143 -2.4919
H40 -4.9301 2.8332 -2.8588
H41 -4.0557 3.6492 -0.2399
H42 -8.0282 2.2637 -1.2061
H43 -7.5491 1.6374 0.5605
H44 -9.2243 3.8645 0.1288
H45 -8.2770 4.6796 2.6626
H46 -6.9016 3.3699 2.3744
H47 -8.6977 2.7730 2.4088
C24 5.1111 2.4171 6.8053
C25 5.2979 3.7287 6.9653
C26 4.5630 4.7219 6.1340
O2 4.7414 5.9209 6.3169
C27 3.6409 4.2130 5.1066
C28 3.4569 2.9013 4.9444
C29 4.1709 1.9093 5.7942
O3 3.9672 0.7106 5.6338
O4 2.5939 2.4162 3.9790
O5 6.1819 4.2133 7.9117
H48 5.6370 1.6842 7.4042
H49 3.1267 4.9452 4.4974
H50 2.6335 1.4383 4.0613
H51 6.1377 5.1912 7.8334
C30 2.7766 -6.8524 -0.6558
C31 1.6863 -6.1051 -0.4727
C32 1.7057 -4.6360 -0.7151
O6 0.6832 -3.9785 -0.5566
C33 2.9752 -4.0239 -1.1375
C34 4.0662 -4.7709 -1.3172
C35 4.0393 -6.2436 -1.1015
O7 5.0535 -6.9062 -1.2925
O8 5.2633 -4.2018 -1.7115
O9 0.4965 -6.6700 -0.0514
H52 2.7759 -7.9217 -0.4855
H53 2.9800 -2.9527 -1.2929
H54 5.8989 -4.9478 -1.7733
H55 -0.1406 -5.9248 0.0045
C36 1.2361 -7.8588 -5.3451
C37 0.2871 -7.5423 -6.2282
C38 -1.1426 -7.4398 -5.8242
O10 -1.9897 -7.1285 -6.6540
C39 -1.4847 -7.7262 -4.4222
C40 -0.5360 -8.0461 -3.5400
C41 0.8965 -8.1215 -3.9381
O11 1.7480 -8.4001 -3.1006
O12 -0.8509 -8.3192 -2.2215
O13 0.5983 -7.2966 -7.5530
H56 2.2793 -7.9346 -5.6247
H57 -2.5296 -7.6656 -4.1460
H58 0.0054 -8.5219 -1.7854
H59 -0.2572 -7.0880 -7.9876

Forces on the atoms, in the same order (eV/Å):
0.3 -0.7 -0.2
-1.0 -0.5 0.4
1.1 -0.1 -0.5
-1.0 0.2 1.6
0.1 -0.6 -1.1
-0.2 1.0 -0.9
0.3 -0.6 1.0
0.3 -1.7 -0.8
-1.5 -0.5 -2.1
0.9 0.6 -1.0
0.2 0.1 -0.7
-0.4 -0.3 0.3
-0.1 0.6 0.6
0.6 -1.1 -0.3
-0.1 0.2 0.2
-1.4 -0.6 -0.3
0.2 -0.2 -0.4
-0.7 2.1 2.3
1.6 -2.8 -0.9
0.7 0.2 0.5
-0.8 -1.0 1.5
-1.3 -0.6 0.0
0.2 -0.4 -0.1
1.4 1.3 1.4
-0.9 -1.8 -3.1
-0.3 0.9 -0.5
-0.9 -1.0 1.1
0.7 -0.1 -0.5
-1.1 -2.8 0.9
1.6 0.0 -1.8
-2.2 0.9 -0.7
1.1 1.7 1.6
0.5 0.8 2.5
-2.0 -0.8 -0.4
-0.1 0.4 -2.5
-0.7 -2.5 -0.1
1.7 0.2 -1.8
-0.1 2.5 0.7
1.7 -1.8 -0.6
1.4 1.3 1.7
1.0 -2.1 0.8
-2.0 -0.6 -0.9
-1.6 1.7 -1.0
1.8 1.2 0.6
-2.6 0.7 -0.5
0.2 0.9 2.1
0.5 1.2 1.8
0.7 -2.4 1.0
-1.2 -1.5 1.7
-0.7 2.3 0.1
2.0 -1.3 -0.4
-2.0 -1.5 0.0
1.1 1.9 -0.3
-2.6 0.5 -0.2
-1.2 1.3 -1.7
-0.7 -2.1 0.8
0.3 1.9 -1.8
1.0 1.0 1.7
-0.5 -0.7 -2.3
0.3 -1.9 1.7
1.3 -1.6 -1.0
1.2 0.7 2.2
0.1 1.9 -1.1
-0.6 2.2 -0.7
2.0 0.9 1.5
-1.6 -1.1 -1.5
1.0 1.6 -1.6
2.0 1.5 0.7
-0.6 -1.7 1.6
-1.5 -0.3 0.8
1.2 0.3 2.1
0.2 1.7 -1.6
2.4 0.5 0.5
0.4 -2.1 -1.2
-2.2 0.8 -0.6
1.3 2.2 -0.8
-0.2 -0.3 -0.2
1.3 0.1 1.4
-0.3 1.0 -0.4
0.1 -0.9 0.1
0.2 0.3 0.2
-1.2 -0.1 -1.4
0.3 -1.0 0.4
-0.1 0.9 -0.1
1.3 -0.2 1.6
-1.3 0.1 -1.5
0.0 0.0 0.0
0.0 0.0 0.0
0.0 0.3 0.0
0.0 -0.4 0.0
0.3 0.0 0.0
-1.1 -1.1 0.5
-0.2 0.9 -0.1
0.4 -0.6 0.0
-0.4 0.0 0.1
1.4 1.3 -0.5
0.4 -1.1 0.0
-0.6 0.8 0.1
-1.3 -1.5 0.5
1.1 1.4 -0.5
0.0 0.1 -0.1
0.0 0.0 0.0
-0.3 0.3 0.0
0.2 -0.3 0.0
0.1 -0.1 0.4
0.9 0.2 -1.7
-1.1 0.1 0.0
0.8 -0.2 0.4
-0.1 0.1 -0.4
-1.0 -0.3 1.7
1.1 -0.1 0.0
-0.8 0.1 -0.4
1.2 0.2 -1.7
-1.2 -0.2 1.6
-0.1 0.0 0.0
0.1 0.0 0.0
-0.4 0.2 -0.1
0.3 -0.1 0.2


Q: Among the records above, which one has the lowest max |F|?
A: C29H22NO8RhS3Se4


Q: Which value of net charge does entry 3 give?
A: -2